No. 1
27
Properties=species:S:1:pos:R:3:forces:R:3 method="wB97M-V/def2-TZVPD" energy_ha=-1361.0603 charge=+1 homo_energy_ev=-12.96 multiplicity=1 e_lumo_ev=-4.601
C 0.546 -2.229 -0.280 0.0 0.4 -0.2
C -1.832 0.354 0.860 0.0 -0.1 -0.4
C 2.899 -2.518 0.160 0.3 0.0 0.4
C 2.063 -2.462 -2.144 0.0 0.0 -0.5
C -1.731 2.264 2.323 0.1 0.1 0.5
C -2.470 2.528 -0.019 -0.2 0.1 -0.4
N 0.284 -2.248 1.022 -0.5 -0.6 1.3
N -0.485 -2.124 -1.145 -0.6 -0.3 -1.0
N -1.398 -0.419 1.813 0.1 -0.8 1.0
N -2.149 -0.214 -0.362 -0.2 -0.3 -0.2
N 1.775 -2.369 -0.733 -0.3 0.0 0.1
N -1.992 1.657 1.034 0.0 -0.3 -0.2
S -1.136 -1.997 1.640 0.6 1.0 -0.7
S -1.947 -1.895 -0.662 0.5 0.7 0.4
H 3.342 -3.508 0.041 0.0 0.0 0.0
H 3.654 -1.766 -0.074 0.0 0.0 0.0
H 2.567 -2.395 1.188 0.1 0.0 -0.1
H 2.770 -1.681 -2.429 0.0 0.0 0.0
H 2.509 -3.433 -2.367 0.0 0.0 0.0
H 1.144 -2.350 -2.713 0.1 0.0 0.0
H -0.931 3.000 2.232 0.0 0.0 0.0
H -2.632 2.760 2.685 0.0 0.0 0.0
H -1.434 1.494 3.029 0.0 0.1 0.0
H -3.543 2.401 -0.188 0.0 0.0 0.0
H -2.296 3.558 0.284 0.0 0.0 0.0
H -1.929 2.351 -0.949 0.0 0.0 0.0
H -2.795 0.275 -0.962 -0.1 -0.1 -0.1



No. 2
7
Properties=species:S:1:pos:R:3:forces:R:3 method="wB97M-V/def2-TZVPD" energy_ha=-207.6667 homo_energy_ev="-10.02 / -9.96" multiplicity=1 e_lumo_ev="-1.151 / -0.484"
C -0.278 0.750 -0.325 -0.2 1.1 0.0
C -0.840 -0.545 -0.072 1.8 -2.1 2.1
N -1.385 0.553 0.686 2.1 0.4 2.1
O -2.118 -0.306 -0.205 -3.0 -0.9 -2.2
H 0.691 1.106 -0.025 0.1 -0.3 0.5
H -0.713 1.219 -1.143 -0.2 0.9 -1.9
H 0.149 -2.401 0.975 -0.5 0.9 -0.5



No. 3
23
Properties=species:S:1:pos:R:3:forces:R:3 method="wB97M-V/def2-TZVPD" energy_ha=-2264.9952 charge=-4 homo_energy_ev=3.46 multiplicity=1 e_lumo_ev=4.948
Li 0.425 -0.869 -0.948 -0.4 0.5 0.6
Li 3.984 -0.349 -3.597 0.0 0.2 0.7
S -2.967 1.294 -3.500 -2.3 2.2 -0.4
O -3.810 1.109 -2.343 -1.9 -1.0 1.8
O -1.624 1.102 -3.113 5.8 -1.4 1.6
O -3.292 0.437 -4.607 -1.0 -2.3 -2.2
O -3.130 2.687 -3.918 -0.3 2.1 -1.0
S -1.874 -1.466 3.433 -1.8 0.7 0.9
O -3.229 -0.854 3.482 -0.2 0.7 0.8
O -1.118 -1.375 4.682 0.8 1.6 1.1
O -2.080 -2.876 3.309 -0.8 -4.4 -1.1
O -1.212 -0.943 2.267 1.9 1.2 -1.8
S 4.318 0.941 1.201 1.0 2.3 -0.3
O 3.367 1.990 1.526 -0.8 0.5 1.0
O 4.682 0.036 2.242 0.2 -1.6 2.9
O 3.790 0.166 0.103 -2.3 -2.8 -3.8
O 5.539 1.548 0.675 2.1 1.3 -0.7
O -1.491 3.272 2.474 0.1 0.6 0.2
H -1.472 2.341 2.254 0.1 -0.6 0.0
H -2.339 3.577 2.152 -0.2 -0.1 -0.2
O 1.050 -3.815 -2.238 -0.1 0.2 0.2
H 0.532 -3.964 -3.029 -0.3 0.1 -0.2
H 1.952 -3.989 -2.506 0.3 0.0 0.0



No. 4
6
Properties=species:S:1:pos:R:3:forces:R:3 method="wB97M-V/def2-TZVPD" energy_ha=-527.5879 homo_energy_ev=-11.50 multiplicity=1 e_lumo_ev=-1.368
C -0.907 0.944 -0.031 0.1 -2.0 1.0
C 1.467 -0.393 0.055 -2.6 -1.1 0.6
N -1.211 1.904 -0.549 -0.6 1.9 -1.0
N 2.529 -0.421 -0.400 -0.6 0.2 0.4
P -0.505 -0.536 0.878 2.0 -0.2 -1.4
H -1.373 -1.497 0.047 1.7 1.2 0.4



No. 5
12
Properties=species:S:1:pos:R:3:forces:R:3 method="wB97M-V/def2-TZVPD" energy_ha=-343.5215 homo_energy_ev=-7.97 multiplicity=1 e_lumo_ev=0.545
C 0.617 -0.945 1.117 0.1 -0.3 -0.1
C -0.434 0.860 -0.335 1.1 -0.7 0.1
C -0.008 -0.439 -0.146 -0.2 2.1 0.7
O -0.577 1.763 0.638 -0.3 0.0 0.0
O -0.515 1.318 -1.577 -0.1 -0.4 -0.2
O 0.244 -1.074 -1.429 -1.6 -1.2 1.5
H -0.762 2.625 0.240 0.0 -0.1 0.0
H -0.194 0.521 -2.103 -0.3 0.5 0.3
H -0.705 -1.379 -0.716 1.2 0.2 -2.2
H 0.220 -1.928 1.373 0.1 -0.1 0.1
H 0.416 -0.279 1.955 0.0 0.1 -0.1
H 1.698 -1.041 0.983 0.0 0.0 0.0



No. 6
20
Properties=species:S:1:pos:R:3:forces:R:3 method="wB97M-V/def2-TZVPD" energy_ha=-344.7152 charge=+1 homo_energy_ev=-12.60 multiplicity=1 e_lumo_ev=-3.179
C -1.704 0.013 1.705 0.3 -0.2 0.3
C -0.850 -0.783 0.728 0.2 0.3 -0.3
C -0.358 0.025 -0.451 -0.2 -0.7 0.4
C -1.033 0.169 -1.586 0.0 0.2 -0.3
N -0.622 0.857 -2.699 0.3 0.3 0.0
N 1.016 0.553 -0.340 -0.2 -0.5 -0.9
H -2.570 0.460 1.232 0.0 0.2 -0.1
H -1.092 0.768 2.201 -0.2 0.2 -0.1
H -2.067 -0.639 2.489 -0.1 -0.2 0.2
H -0.002 -1.208 1.267 0.2 -0.1 0.0
H -1.380 -1.636 0.322 -0.3 -0.1 0.0
H -1.983 -0.335 -1.681 -0.1 -0.1 0.1
H -0.064 1.683 -2.555 0.0 0.1 -0.1
H -1.277 0.990 -3.450 -0.1 -0.2 0.0
H 1.043 1.485 0.068 0.3 0.1 0.1
H 1.584 -0.122 0.212 0.2 0.5 0.2
H 1.454 0.569 -1.279 -0.2 0.2 0.4
H 3.731 -1.358 0.767 -0.2 0.1 -0.3
H 3.154 -0.732 2.005 -0.3 0.2 -0.2
O 3.019 -0.762 1.044 0.5 -0.3 0.6